(1)
The following is a quantum chemistry calculation of a structure of composition C61H46FeNO3P3SSi, from the OMol25 dataset.

Values from the calculation:
multiplicity	5
lowest unoccupied orbital energy (spin up / spin down)	0.18 / -0.32	eV
HOMO (spin up / spin down)	-7.26 / -7.31	eV

Each line ends with the Löwdin spin population.
Atoms and positions in Å:
C1 -1.85611 1.85192 -5.93483  0.001
H1 -2.46191 2.14665 -6.78214  0.000
C2 2.75204 -4.81227 -2.68893  0.001
H2 -6.39818 -2.43789 2.22500  0.000
H3 2.36218 4.28178 0.82704  0.000
H4 -1.81900 2.11762 5.85557  0.000
Si1 1.30467 1.71638 1.08809  0.014
C3 -5.74875 1.88952 -1.13252  0.000
H5 5.47440 -1.34260 -4.64921  0.000
H6 3.26104 -2.10570 -5.44328  0.000
C4 -5.01992 -0.00151 -2.41677  0.000
H7 1.59511 2.95991 -3.83895  0.000
H8 -2.24474 5.22581 3.96688  0.000
H9 1.00271 -6.40052 3.99110  0.000
C5 3.79564 -4.22047 -1.99552  0.001
C6 -4.55411 -3.31408 2.87980  0.002
H10 -2.64702 4.55941 1.58258  0.000
H11 1.34258 1.08434 -5.17077  0.000
C7 1.46313 -4.34062 -2.50985  0.001
C8 4.65214 -0.06753 -3.13382  0.000
C9 -1.78779 4.35865 3.50638  0.000
C10 -0.49327 1.64039 -6.09130  0.000
C11 0.71151 -4.33683 1.32501  0.003
H12 -0.19211 -6.21125 1.82915  0.000
C12 -2.04154 1.39783 2.07126  -0.001
C13 3.49544 0.42393 -2.54879  0.002
H13 4.81173 -4.55990 -2.15695  0.000
C14 2.54637 4.84902 -1.22481  0.000
C15 0.16290 2.78272 2.20048  0.003
C16 -3.97046 -0.17869 -1.53114  0.007
C17 -3.13269 2.02668 4.16720  0.001
H14 2.86961 -2.62233 3.28144  0.000
H15 -5.03408 -4.14728 3.37744  0.000
C18 -5.92205 1.03173 -2.20725  0.001
H16 2.59522 5.12338 -3.35373  0.000
H17 -2.55921 -3.95956 3.34913  0.000
C19 -4.68852 1.71943 -0.25297  0.001
C20 1.22959 -3.32428 -1.59838  0.013
H18 5.61886 0.25945 -2.77092  0.000
C21 -1.31032 2.78659 1.68845  0.000
H19 -4.26564 1.51164 2.47271  0.000
C22 2.17399 -0.91166 -4.03904  0.002
H20 6.07024 1.27509 2.56311  0.000
C23 2.32751 4.46451 -2.53786  0.000
H21 2.94644 -5.62301 -3.37969  0.000
C24 1.59053 -3.32278 1.70591  0.009
S1 -1.29688 3.16892 -0.18227  0.004
C25 1.65634 2.72343 -0.46095  0.001
C26 5.29077 -0.65000 2.01897  0.000
H22 -3.49283 1.83448 -4.54261  0.000
C27 0.30982 3.09894 3.48548  0.003
C28 4.57204 -0.96495 -4.18488  0.002
H23 -4.55556 2.42378 0.55490  0.000
H24 6.20717 -1.18152 2.24228  0.000
O1 -1.25262 1.72459 -0.71436  0.032
Fe1 -0.33410 -0.60953 -0.48270  3.582
C29 5.21811 0.72053 2.19046  0.000
C30 2.21149 3.97925 -0.20545  0.000
C31 -2.56103 -2.15019 2.21095  0.005
H25 0.20702 -2.96833 -1.45906  0.011
H26 -5.13354 -0.66869 -3.26211  0.000
H27 -6.44707 2.70222 -0.97773  0.000
C32 -2.43091 1.67948 -4.68690  0.000
H28 -0.29699 0.40732 4.91866  0.000
C33 -1.64739 1.31336 -3.60222  0.002
C34 3.32905 -1.39279 -4.63127  0.000
C35 -3.31730 -1.14639 1.59755  0.007
H29 0.17367 -4.26031 0.38949  0.000
C36 2.24251 0.02953 -3.01283  0.005
H30 -2.10168 1.21276 -2.63035  0.001
C37 2.02891 -4.53279 3.74381  0.000
H31 2.96781 5.82006 -0.99865  0.000
P1 1.59867 -1.81016 0.65012  0.039
H32 0.64463 -4.76766 -3.07667  0.000
C38 -1.74527 2.12938 4.76917  0.001
C39 0.28841 1.26327 -5.01145  0.001
C40 -1.00365 0.91860 4.27570  0.007
C41 3.55301 -3.20944 -1.07647  0.001
C42 4.18352 -1.34878 1.56128  0.001
C43 -0.27610 1.10713 -3.74225  0.006
C44 4.03554 1.37588 1.88732  0.000
H33 -3.26088 -0.98720 -1.68374  0.006
O2 -2.61851 3.75677 -0.45460  0.005
H34 -5.32837 -0.53479 1.12515  0.000
C45 -0.91351 3.45576 4.33389  0.001
H35 2.53025 -4.59339 4.70185  0.000
H36 -0.03185 1.77491 -7.06169  0.000
C46 -5.31888 -2.34954 2.24160  0.000
C47 1.76846 3.22736 -2.80919  0.000
C48 0.50388 -5.44058 2.13611  0.000
C49 2.25501 -2.77459 -0.82161  0.006
C50 1.16656 -5.54380 3.35013  0.003
H37 -3.98665 2.23439 4.80054  0.000
C51 -3.79765 0.67097 -0.43600  0.007
H38 -6.75340 1.17041 -2.88698  0.000
C52 -4.70805 -1.27310 1.61443  0.002
H39 -0.58964 3.96236 5.24204  0.000
C53 2.23209 -3.42377 2.93633  0.004
C54 2.97889 -0.71217 1.25868  0.002
C55 -0.04068 -0.14851 2.34420  0.023
H40 4.25534 -2.42276 1.45467  0.000
H41 1.20600 -1.24408 -4.39557  0.000
C56 -2.00450 4.00475 2.25403  0.000
P2 0.71396 0.69859 -2.23519  0.022
H42 4.39023 -2.77118 -0.55268  0.000
H43 -1.47985 -2.12131 2.16553  0.002
N1 0.27536 0.37284 1.13102  0.085
P3 -2.40256 0.16472 0.63339  0.030
C57 -3.17178 -3.20896 2.86414  0.000
C58 -3.28474 1.65164 2.90583  0.000
O3 0.53934 -1.11470 2.84296  0.023
C59 1.43016 2.34183 -1.78756  -0.001
C60 2.90069 0.69981 1.43319  0.002
H44 1.27676 3.06469 3.97852  0.000
C61 -1.11060 0.60175 2.99286  0.001
H45 3.56330 1.14179 -1.73899  0.000
H46 3.98214 2.45408 2.00343  0.000

(2)
The following is a quantum chemistry calculation of a structure of composition C61H51AgAs2F3N2OSb, from the OMol25 dataset.

Values from the calculation:
multiplicity	2
lowest unoccupied orbital energy (spin up / spin down)	1.95 / 1.94	eV
total charge	-1
HOMO (spin up / spin down)	-2.73 / -3.24	eV

Each line ends with the Löwdin spin population.
Atoms and positions in Å:
H1 -0.31516 1.17223 -2.33341  0.004
C1 -1.41155 -2.47105 4.05386  -0.001
C2 0.80841 -1.87218 -5.54942  0.000
C3 -4.61971 -1.04199 1.62100  0.000
H2 2.82324 -1.89940 -6.31165  0.001
H3 4.44902 -0.61288 -4.12532  0.005
C4 1.01008 3.95062 3.54475  0.000
H4 -4.71857 -1.83049 0.88330  0.000
C5 5.11764 -0.06309 -0.12555  0.001
H5 2.25087 -2.90100 -1.74026  0.018
C6 -2.29864 1.83335 -0.31548  -0.001
H6 1.61341 2.40967 2.17586  0.000
C7 1.38852 0.69746 -4.06045  0.002
C8 -2.98162 1.02661 -3.84597  0.002
C9 -0.39820 0.08701 -2.40413  0.067
H7 -1.94819 -6.77498 -0.24982  0.000
H8 -2.39492 0.28918 3.78906  0.000
C10 -3.09421 3.21204 -4.88071  0.000
C11 4.70146 0.17670 -1.43600  0.002
C12 0.55324 -0.39291 -3.48612  0.004
C13 5.98327 0.80190 0.52213  0.000
H9 -3.50656 -2.75479 4.43691  0.000
F1 -6.56105 1.70586 2.93411  0.000
H10 -1.13421 4.41025 -0.79092  0.000
H11 3.54246 3.52715 -2.07909  0.000
H12 -2.78958 -0.24196 -0.12274  -0.001
C14 -1.25659 4.70218 3.32382  0.000
C15 -2.64807 -3.93682 1.51421  0.000
H13 -3.20716 -3.27482 6.83752  0.000
H14 2.47513 5.65421 -2.71191  0.000
C16 -5.53259 0.85199 2.73495  0.000
H15 7.10683 2.63328 0.38741  0.000
C17 0.02527 -2.72293 5.99057  0.000
C18 -3.93904 0.58308 -4.75930  0.000
C19 -1.95535 -4.83168 0.70109  0.001
Sb1 -1.63251 -2.05620 1.92623  0.001
C20 -5.68229 -0.17042 1.82001  0.000
As1 -2.27215 -0.32406 -2.55044  0.002
H16 -4.28443 1.85951 4.14839  0.000
C21 6.44549 1.94381 -0.12347  0.000
H17 -6.60867 -0.26800 1.26902  0.000
O1 1.20283 -1.74102 1.68817  0.005
C22 6.04647 2.18789 -1.42570  0.000
H18 0.11574 6.08550 -2.08675  0.000
H19 -2.06394 5.35425 3.63661  0.000
H20 -2.91322 2.13759 0.53854  0.000
C23 -0.11558 4.19597 -1.09822  0.000
H21 0.22589 -1.98201 -6.45660  0.000
C24 -4.47343 1.43529 -5.71581  0.000
C25 -3.32017 0.15075 3.23820  0.000
H22 4.74328 -0.94394 0.38152  0.000
C26 1.79357 2.73633 -1.12744  0.000
H23 -2.35210 2.63635 -1.05169  0.000
H24 4.48514 0.23969 3.84860  0.000
C27 -4.44642 -5.54822 1.68126  0.000
C28 -2.50986 -2.76278 4.85770  0.000
H25 3.28894 1.51452 -4.33507  0.000
C29 -2.55816 2.34965 -3.93449  0.001
C30 2.71798 0.64774 -4.01135  0.001
C31 0.59005 5.15035 -1.81333  0.000
C32 5.19388 1.30396 -2.07875  0.000
H26 5.13324 -3.66119 2.19850  0.000
H27 -5.42101 -5.84626 2.04614  0.000
H28 0.13347 5.49801 4.75218  0.000
H29 0.71645 -2.21903 4.03270  0.000
H30 -0.98754 -4.54910 0.29866  0.002
C33 -4.05593 2.75791 -5.77309  0.000
C34 0.47495 2.98237 -0.75949  0.000
C35 4.50856 -2.80091 2.39352  0.000
H31 -2.43315 3.74726 1.81498  0.000
H32 6.40192 3.07633 -1.93554  0.000
H33 -3.97409 0.68293 -1.00395  0.000
H34 2.22904 1.76344 -0.90926  0.000
C36 2.51069 3.70900 -1.81134  0.000
H35 -4.26259 -0.45163 -4.70657  0.000
H36 -1.77818 2.71103 -3.27062  0.000
C37 2.60814 -1.77802 -4.04628  0.020
H37 0.88228 1.59830 -4.40161  0.000
H38 2.18965 0.18244 2.83703  0.000
H39 6.30103 0.58783 1.53577  0.000
C38 1.70852 -1.92591 -1.78802  0.388
F2 -0.93368 -3.29059 8.06272  0.000
C39 3.23861 -2.76905 1.87152  0.006
C40 1.91145 4.90848 -2.16361  0.000
C41 3.47729 -0.59577 -3.61200  0.010
H40 5.97193 -1.75711 3.58441  0.001
C42 -1.45930 3.79428 2.29059  0.001
C43 4.98307 -1.73627 3.15051  0.007
H41 -5.21406 1.07110 -6.41887  0.000
C44 -2.89643 0.54004 -0.87328  0.000
C45 1.31522 -1.65716 -3.22222  0.055
H42 1.97723 4.00965 4.03020  0.000
C46 3.74369 -0.81006 -2.06004  0.039
N1 2.48386 -0.83988 -1.36190  0.197
C47 -2.48003 -6.07616 0.38237  0.000
H43 1.00389 -2.70329 6.45277  0.000
N2 2.42702 -1.71493 2.09661  -0.002
F3 -4.24551 -7.61837 0.58407  0.000
C48 0.17572 -1.69765 -4.21998  -0.001
H44 4.24875 -1.80906 -2.02689  0.000
H45 -0.80900 -2.10289 -4.02265  0.000
C49 -1.08761 -3.02028 6.74753  0.000
C50 -4.36657 1.03713 3.44968  0.000
C51 0.80157 3.04929 2.51449  0.001
C52 -2.35807 -3.04398 6.20725  0.000
H46 2.80457 -3.55163 1.26831  0.000
C53 4.14925 -0.63487 3.30930  0.000
C54 -3.90179 -4.30931 1.98993  0.000
C55 -0.43195 2.96079 1.86625  0.007
C56 -0.02395 4.78495 3.95227  0.000
H47 -4.47973 -3.62952 2.60331  0.000
H48 -4.47228 3.42622 -6.51748  0.000
Ag1 0.25836 -0.96030 -0.43327  0.127
H49 4.90604 1.50003 -3.10396  0.000
C57 -0.15017 -2.45194 4.63842  0.000
As2 -0.44621 1.66513 0.35930  0.011
C58 -3.71988 -6.41082 0.88600  0.000
C59 2.89001 -0.63665 2.76526  0.006
H50 3.12403 -2.72090 -3.80931  0.003
C60 2.13690 -1.83333 -5.47459  0.006
C61 -3.43347 -0.90616 2.33692  0.001
H51 -2.75845 4.24172 -4.93107  0.000

(3)
The following is a quantum chemistry calculation of a structure of composition C61H52AsMnN2O4PTe, from the OMol25 dataset.

Values from the calculation:
multiplicity	5
lowest unoccupied orbital energy (spin up / spin down)	-4.20 / -3.42	eV
total charge	+1
HOMO (spin up / spin down)	-10.03 / -10.03	eV

Each line ends with the Löwdin spin population.
Atoms and positions in Å:
C1 0.60670 -7.85076 -0.01114  0.000
C2 -1.74465 -2.17442 -3.25546  0.002
C3 2.78293 0.35285 -3.80344  0.000
H1 2.32262 -0.70479 -6.99189  0.000
C4 2.67719 1.61715 -3.03724  0.001
H2 -1.67855 -1.80245 9.26106  0.000
C5 -0.94599 1.84720 -2.82367  0.004
H3 5.61254 4.50388 0.69653  0.001
C6 -1.81086 2.46182 -3.71223  -0.001
C7 1.91069 -6.59481 2.70221  0.000
C8 2.93168 -1.95212 -5.34724  0.000
C9 1.52040 2.80235 3.82092  0.001
H4 1.43844 -7.73229 -3.30173  0.000
H5 1.21460 -5.20050 -0.21080  0.001
C10 3.48826 1.36112 5.14134  0.000
H6 -1.32006 1.06367 2.64198  0.000
C11 0.65137 -6.02920 5.10903  0.000
N1 0.48699 0.74048 1.66435  -0.008
C12 3.14388 1.69803 -1.60513  0.005
H7 -4.64136 1.97557 -1.91299  0.000
C13 -3.06762 0.69931 -0.09122  0.008
H8 0.15554 -5.81238 6.04667  0.000
H9 6.47454 3.02027 1.08826  0.000
H10 -3.86514 2.98103 -4.09349  0.000
C14 2.51687 -2.76259 -0.26366  0.002
O1 2.21984 2.62577 -3.53547  0.001
H11 3.09023 -9.40838 -2.54780  0.000
C15 -2.67713 1.36813 -1.38954  0.005
C16 -0.07338 -1.10009 8.02477  0.000
H12 3.97192 2.60426 2.04110  0.000
C17 1.92031 3.18271 5.09229  0.000
H13 -2.60428 -3.29170 7.51646  0.000
H14 1.09400 -4.69118 -2.51573  0.000
C18 -0.36370 -4.01973 -3.92037  0.001
H15 -1.36018 -4.70202 1.38152  0.000
C19 3.16184 -1.73158 0.41392  0.000
H16 3.45704 -0.88793 -2.17700  0.000
H17 0.32786 -0.43951 8.78268  0.000
H18 -1.49164 -3.45881 5.31969  0.000
C20 -0.76238 -5.23531 0.63904  0.000
C21 2.30342 1.22206 -0.58520  0.003
H19 2.41838 -6.81023 1.77072  0.000
H20 -1.43287 -1.48510 -1.25224  0.004
H21 -2.55778 -1.48604 -3.45037  0.000
H22 1.49967 -9.18236 1.41657  0.000
C22 4.53985 -1.58609 0.36249  0.000
P1 0.68862 -2.84978 -0.07522  0.023
H23 2.99339 -2.85068 -5.94813  0.000
C23 2.02483 -5.87704 4.99622  0.000
C24 -1.71791 -2.70336 7.31628  0.000
C25 -0.40161 0.50020 2.82711  0.002
H24 0.76041 3.36900 3.29533  0.000
C26 -0.02450 -3.00980 -1.75916  0.002
C27 -1.07496 -2.14317 -2.04195  0.009
C28 1.46830 -8.03247 -2.26103  0.000
As1 -0.66791 -7.13083 1.28908  0.000
C29 2.47343 0.39281 -5.16551  0.000
C30 4.26899 2.43321 -1.29572  0.000
C31 4.61976 2.72091 0.02351  0.009
C32 -1.20044 -1.86167 8.29203  0.000
C33 3.75322 2.32360 1.02063  0.002
C34 5.30175 -2.50481 -0.34198  0.000
H25 2.56601 -1.03383 0.98139  0.000
O2 -2.06223 0.04220 0.43777  0.044
H26 -0.16017 -6.76041 -1.69667  0.000
O3 -4.17504 0.77615 0.36401  0.011
H27 3.54927 -2.92612 -3.53832  0.000
H28 1.41243 -0.56877 6.56575  0.000
H29 4.88389 2.80646 -2.10658  0.000
C35 0.03465 -2.03204 5.81306  0.000
C36 2.89371 2.45279 5.75879  0.000
H30 -0.10151 -4.77950 -4.64648  0.000
O4 1.25040 0.49751 -0.91013  0.049
C37 3.18497 -0.84751 -3.22452  0.000
C38 -3.16432 2.51822 -3.41234  0.004
H31 -1.16046 -6.60175 4.11463  0.000
H32 6.37754 -2.40010 -0.39503  0.000
H33 3.08829 -10.15995 -0.19120  0.000
C39 3.09620 0.98216 3.86693  0.000
H34 0.05251 0.89044 3.73307  -0.001
C40 0.57665 -7.47925 -1.35245  0.000
H35 2.17719 1.33992 -5.59676  0.000
H36 2.84018 -4.51217 -1.48852  0.000
C41 0.54326 -1.17826 6.78232  0.000
C42 2.58264 1.59315 0.75344  0.009
H37 5.01408 -0.75325 0.86886  0.000
C43 5.86529 3.50826 0.32719  0.001
C44 2.65467 -6.17346 3.79530  0.000
C45 3.24474 -1.99580 -3.99692  0.000
C46 -1.37923 -3.11567 -4.20484  0.000
H38 -1.11691 -1.45288 2.17616  0.000
Mn1 -0.30032 0.10517 -0.14977  3.780
C47 4.67803 -3.56644 -0.98365  0.000
H39 2.60713 -5.53528 5.84279  0.000
H40 -1.55118 -1.00874 3.82261  0.000
C48 2.39291 -9.39769 -0.51823  0.000
C49 0.61284 -4.61754 0.48757  0.008
H41 4.26436 0.80396 5.64930  0.000
C50 -0.76209 -0.96526 3.07646  0.001
N2 -1.37152 1.30015 -1.68458  0.002
H42 3.56731 0.13613 3.38205  0.000
H43 -1.89268 -3.15391 -5.15617  0.000
C51 0.52760 -6.73471 2.79838  0.000
C52 2.38897 -8.98186 -1.84251  0.000
C53 -1.09675 -2.79506 6.07973  0.000
C54 1.50143 -8.84251 0.38734  0.000
C55 1.65598 1.28699 1.84158  0.015
C56 0.31185 -3.96912 -2.71113  0.000
H44 3.18969 2.73525 6.76044  0.000
C57 -0.08831 -6.46403 4.01827  0.000
H45 6.46884 3.63115 -0.57008  0.000
H46 1.12514 -4.61989 1.44700  0.000
C58 2.09876 1.69444 3.20915  -0.001
H47 -1.31799 -5.23015 -0.30166  0.000
C59 -3.60435 1.96457 -2.21821  -0.001
H48 1.46978 4.04765 5.56012  0.000
H49 0.11571 1.78851 -3.02496  0.000
H50 3.72952 -6.07554 3.70401  0.000
Te1 0.88551 -2.11524 3.85798  0.001
C60 3.29720 -3.68801 -0.95578  0.000
H51 5.26608 -4.30760 -1.50956  0.000
H52 -1.41934 2.88794 -4.62474  0.000
C61 2.55132 -0.75228 -5.93537  0.000

| no. | F_max (eV/A) |
| --- | --- |
| 1 | 1.45 |
| 2 | 0.99 |
| 3 | 1.17 |